{"formula": "C6H9NS", "method": "ωB97M-V with the def2-TZVPD basis set", "symbols": ["C", "C", "C", "C", "S", "C", "C", "N", "H", "H", "H", "H", "H", "H", "H", "H", "H"], "positions_angstrom": [[1.975, 0.679, -2.499], [1.008, -0.132, -1.710], [0.363, 0.315, -0.616], [-0.588, -0.467, 0.175], [-0.979, -2.040, -0.138], [-1.166, 0.255, 1.332], [-1.062, -0.370, 2.693], [-2.346, -0.238, 2.026], [2.104, 1.677, -2.100], [2.945, 0.212, -2.524], [1.638, 0.752, -3.511], [0.808, -1.129, -2.047], [0.536, 1.345, -0.254], [-1.098, 1.363, 1.270], [-0.589, -1.372, 2.744], [-0.942, 0.268, 3.573], [-2.605, -1.118, 1.585]], "orbital_gap_ev": 8.071, "smiles": "C/C=C/C(=S)[C@@H]1CN1", "de_lowest_kj_mol": 173.8, "energy_ha": -686.89662, "homo_energy_ha": -0.3219, "total_charge": 0, "lumo_energy_ev": -0.689, "largest_force_ha_per_bohr": 0.0228}

=====

{"formula": "C45H68ClNO10", "method": "ωB97M-V with the def2-TZVPD basis set", "symbols": ["C", "O", "C", "C", "C", "C", "C", "C", "C", "C", "C", "C", "C", "C", "C", "C", "C", "C", "Cl", "C", "C", "C", "C", "C", "N", "C", "C", "O", "C", "O", "C", "C", "C", "O", "C", "C", "O", "H", "H", "H", "H", "H", "H", "H", "H", "H", "H", "H", "H", "H", "H", "H", "H", "H", "H", "H", "H", "H", "H", "H", "H", "H", "H", "H", "H", "H", "H", "H", "H", "H", "H", "H", "H", "H", "H", "C", "C", "C", "O", "H", "H", "H", "H", "H", "H", "C", "C", "C", "O", "H", "H", "H", "H", "H", "H", "C", "C", "C", "O", "H", "H", "H", "H", "H", "H", "C", "C", "C", "O", "H", "H", "H", "H", "H", "H", "C", "C", "C", "O", "H", "H", "H", "H", "H", "H"], "positions_angstrom": [[7.529, -0.479, 3.290], [7.840, 0.147, 2.055], [6.671, 0.624, 1.393], [7.088, 1.407, 0.173], [5.908, 2.078, -0.532], [4.774, 1.079, -0.862], [3.570, 1.180, 0.097], [2.251, 1.295, -0.677], [1.017, 1.164, 0.236], [0.102, -0.013, -0.160], [-1.375, 0.301, -0.134], [-1.939, 0.894, -1.272], [-3.300, 1.141, -1.323], [-4.121, 0.823, -0.231], [-3.592, 0.252, 0.935], [-4.463, -0.112, 2.111], [-4.516, 0.947, 3.248], [-3.885, 2.274, 2.916], [-6.238, 1.183, 3.740], [-2.193, -0.004, 0.966], [-1.597, -0.599, 2.196], [-0.766, 0.169, 3.007], [-0.255, -0.394, 4.170], [-0.600, -1.705, 4.476], [-1.374, -2.474, 3.710], [-1.853, -1.911, 2.605], [-5.571, 1.106, -0.416], [-6.292, 1.532, 0.434], [-6.049, 0.862, -1.821], [-7.289, 0.324, -1.997], [-7.259, -1.108, -2.079], [-7.919, -1.806, -0.896], [-7.348, -3.230, -0.816], [-7.616, -1.068, 0.265], [-5.266, 1.176, -2.848], [-3.925, 1.718, -2.546], [-3.389, 2.558, -3.214], [8.150, -1.366, 3.381], [7.715, 0.225, 4.102], [6.484, -0.788, 3.338], [6.078, 1.232, 2.088], [6.052, -0.238, 1.134], [7.551, 0.715, -0.524], [7.785, 2.174, 0.509], [6.239, 2.506, -1.477], [5.524, 2.897, 0.071], [5.172, 0.068, -0.824], [4.429, 1.231, -1.882], [3.508, 0.308, 0.751], [3.628, 2.053, 0.740], [2.241, 2.254, -1.194], [2.268, 0.514, -1.435], [1.404, 0.934, 1.228], [0.463, 2.097, 0.316], [0.313, -0.388, -1.156], [0.265, -0.863, 0.497], [-1.336, 1.141, -2.134], [-5.469, -0.282, 1.748], [-4.145, -1.047, 2.553], [-4.022, 0.519, 4.112], [-2.815, 2.123, 2.794], [-4.004, 2.950, 3.755], [-4.340, 2.730, 2.041], [-0.515, 1.189, 2.757], [0.382, 0.169, 4.833], [-0.223, -2.145, 5.390], [-2.485, -2.526, 1.975], [-7.711, -1.426, -3.016], [-6.220, -1.444, -2.112], [-8.997, -1.875, -1.053], [-6.982, -3.531, -1.796], [-8.076, -3.948, -0.451], [-6.486, -3.242, -0.150], [-7.618, -1.645, 1.032], [-5.570, 1.017, -3.870], [-2.235, 0.663, 7.591], [-2.707, 1.916, 6.894], [-3.244, 3.023, 7.766], [-2.658, 2.024, 5.691], [-1.876, -0.050, 6.850], [-1.424, 0.901, 8.281], [-3.056, 0.213, 8.150], [-2.475, 3.358, 8.463], [-4.107, 2.668, 8.332], [-3.549, 3.861, 7.142], [-1.556, -3.841, -3.448], [-1.584, -3.037, -2.175], [-2.941, -2.552, -1.712], [-0.577, -2.786, -1.549], [-0.530, -4.127, -3.671], [-2.161, -4.739, -3.338], [-1.948, -3.252, -4.273], [-3.599, -3.406, -1.537], [-3.387, -1.909, -2.474], [-2.835, -1.985, -0.789], [4.889, 6.193, 0.025], [3.753, 5.551, 0.783], [3.006, 6.422, 1.764], [3.456, 4.392, 0.611], [5.339, 5.462, -0.642], [4.518, 7.034, -0.563], [5.647, 6.555, 0.723], [2.560, 7.272, 1.245], [3.688, 6.792, 2.531], [2.218, 5.841, 2.238], [10.710, 0.088, -2.306], [9.469, -0.280, -3.084], [9.666, -0.738, -4.510], [8.370, -0.211, -2.587], [10.429, 0.397, -1.302], [11.379, -0.772, -2.241], [11.232, 0.908, -2.801], [10.293, -1.630, -4.533], [10.146, 0.049, -5.093], [8.700, -0.970, -4.952], [-3.279, -7.072, -6.817], [-2.614, -5.718, -6.874], [-2.018, -5.306, -8.198], [-2.561, -4.997, -5.904], [-3.664, -7.246, -5.815], [-4.105, -7.113, -7.530], [-2.559, -7.853, -7.064], [-2.794, -5.277, -8.965], [-1.248, -6.018, -8.499], [-1.573, -4.319, -8.104]], "orbital_gap_ev": 8.619, "smiles": "COCCCCCCCCc1cc2c(c(C[C@@H](C)Cl)c1-c1cccnc1)C(=O)C(OC[C@@H](C)O)=CC2=O.CC(C)=O.CC(C)=O.CC(C)=O.CC(C)=O.CC(C)=O", "de_lowest_kj_mol": 0.0, "energy_ha": -3022.77959, "homo_energy_ha": -0.3240, "total_charge": 0, "lumo_energy_ev": -0.197, "largest_force_ha_per_bohr": 0.0198}

=====

{"formula": "C47H116F6O17Zn", "method": "ωB97M-V with the def2-TZVPD basis set", "symbols": ["Zn", "C", "O", "O", "C", "F", "F", "F", "C", "C", "H", "H", "H", "H", "H", "H", "C", "O", "O", "C", "F", "F", "F", "C", "C", "H", "H", "H", "H", "H", "H", "C", "C", "C", "O", "H", "H", "H", "H", "H", "H", "H", "H", "C", "C", "C", "O", "H", "H", "H", "H", "H", "H", "H", "H", "C", "C", "C", "O", "H", "H", "H", "H", "H", "H", "H", "H", "C", "C", "C", "O", "H", "H", "H", "H", "H", "H", "H", "H", "C", "C", "C", "O", "H", "H", "H", "H", "H", "H", "H", "H", "C", "C", "C", "O", "H", "H", "H", "H", "H", "H", "H", "H", "C", "C", "C", "O", "H", "H", "H", "H", "H", "H", "H", "H", "C", "C", "C", "O", "H", "H", "H", "H", "H", "H", "H", "H", "C", "C", "C", "O", "H", "H", "H", "H", "H", "H", "H", "H", "C", "C", "C", "O", "H", "H", "H", "H", "H", "H", "H", "H", "C", "C", "C", "O", "H", "H", "H", "H", "H", "H", "H", "H", "C", "C", "C", "O", "H", "H", "H", "H", "H", "H", "H", "H", "C", "C", "C", "O", "H", "H", "H", "H", "H", "H", "H", "H"], "positions_angstrom": [[-1.405, 3.701, 1.630], [-0.458, 0.745, 2.108], [-0.253, 0.770, 0.683], [-0.915, 1.956, 2.524], [-1.362, -0.468, 2.449], [-0.761, -1.685, 2.393], [-1.800, -0.426, 3.721], [-2.431, -0.497, 1.637], [0.586, -0.243, 0.171], [0.979, 0.153, -1.262], [0.092, 0.133, -1.897], [1.517, 1.098, -1.246], [1.613, -0.650, -1.645], [0.126, -1.233, 0.217], [1.531, -0.284, 0.722], [0.542, 0.578, 2.526], [0.468, 5.453, 1.569], [-0.715, 5.557, 0.776], [-0.029, 4.878, 2.723], [1.620, 4.696, 0.909], [2.111, 5.318, -0.174], [2.630, 4.622, 1.800], [1.304, 3.430, 0.592], [-0.820, 6.625, -0.180], [-2.050, 6.370, -1.055], [-2.370, 7.257, -1.598], [-1.874, 5.513, -1.702], [-2.866, 6.156, -0.358], [0.050, 6.739, -0.831], [-0.889, 7.621, 0.265], [0.798, 6.468, 1.817], [4.211, -0.883, 1.891], [4.932, -2.117, 2.389], [4.122, -2.806, 3.469], [4.987, -3.017, 1.257], [3.220, -1.226, 1.594], [4.706, -0.416, 1.042], [4.171, -0.136, 2.685], [5.973, -2.056, 2.717], [4.052, -2.220, 4.391], [4.537, -3.763, 3.794], [3.080, -2.975, 3.192], [5.671, -3.669, 1.433], [-3.065, 2.270, 5.453], [-1.721, 2.740, 6.001], [-1.046, 1.567, 6.685], [-0.935, 3.290, 4.957], [-3.732, 3.064, 5.113], [-3.598, 1.669, 6.192], [-2.841, 1.621, 4.602], [-1.892, 3.557, 6.706], [-1.599, 1.287, 7.583], [-0.044, 1.865, 7.006], [-0.841, 0.682, 6.080], [-0.962, 2.613, 4.258], [3.773, 1.638, -5.532], [2.329, 1.602, -5.947], [1.402, 1.175, -4.828], [1.961, 2.911, -6.362], [4.068, 2.423, -4.836], [4.403, 1.797, -6.413], [4.082, 0.679, -5.106], [2.214, 0.883, -6.767], [1.801, 0.315, -4.288], [0.398, 0.949, -5.186], [1.339, 1.940, -4.048], [2.394, 3.075, -7.205], [-4.345, -3.820, -0.401], [-3.783, -2.429, -0.674], [-2.338, -2.532, -1.157], [-4.597, -1.790, -1.658], [-3.722, -4.324, 0.344], [-4.295, -4.445, -1.294], [-5.358, -3.749, -0.009], [-3.778, -1.815, 0.227], [-2.244, -3.020, -2.129], [-1.737, -3.077, -0.426], [-1.857, -1.553, -1.252], [-4.257, -2.014, -2.541], [6.389, -1.698, -3.973], [5.513, -2.018, -2.796], [4.794, -0.781, -2.253], [4.530, -2.990, -3.196], [7.258, -1.129, -3.628], [5.943, -1.074, -4.747], [6.803, -2.597, -4.431], [6.057, -2.514, -1.985], [4.291, -1.014, -1.313], [4.054, -0.460, -2.990], [5.454, 0.067, -2.058], [4.021, -3.142, -2.378], [-0.239, -4.824, -4.642], [-0.046, -3.465, -5.352], [0.676, -2.400, -4.520], [0.807, -3.682, -6.485], [-1.001, -4.788, -3.862], [0.726, -5.083, -4.202], [-0.527, -5.607, -5.342], [-0.980, -3.111, -5.788], [0.003, -2.050, -3.731], [0.915, -1.571, -5.184], [1.620, -2.703, -4.064], [1.670, -3.929, -6.133], [-4.925, -5.427, 2.838], [-4.178, -4.525, 3.825], [-3.595, -3.297, 3.142], [-5.200, -4.051, 4.739], [-5.599, -4.807, 2.245], [-5.545, -6.106, 3.428], [-4.357, -6.106, 2.200], [-3.492, -5.013, 4.516], [-2.753, -3.468, 2.468], [-3.300, -2.534, 3.861], [-4.361, -2.833, 2.514], [-5.911, -3.721, 4.177], [-1.818, 2.421, -2.514], [-2.499, 2.665, -1.155], [-3.250, 1.445, -0.662], [-1.396, 2.906, -0.257], [-1.266, 3.311, -2.820], [-2.578, 2.184, -3.258], [-1.077, 1.620, -2.526], [-3.134, 3.550, -1.192], [-3.936, 1.038, -1.408], [-3.859, 1.656, 0.220], [-2.588, 0.609, -0.431], [-0.848, 2.101, -0.324], [-6.489, 1.450, 4.680], [-6.640, 0.498, 3.506], [-5.325, 0.188, 2.791], [-7.225, -0.739, 3.898], [-5.775, 2.227, 4.408], [-6.146, 0.889, 5.551], [-7.436, 1.937, 4.918], [-7.287, 0.969, 2.753], [-5.379, -0.664, 2.116], [-4.622, -0.139, 3.568], [-4.815, 1.045, 2.354], [-7.949, -0.490, 4.483], [-4.698, 0.104, -4.453], [-3.613, -0.807, -4.969], [-2.207, -0.346, -4.595], [-3.728, -2.102, -4.348], [-4.460, 0.462, -3.450], [-5.667, -0.391, -4.393], [-4.754, 0.977, -5.106], [-3.667, -0.955, -6.050], [-2.090, 0.706, -4.861], [-1.459, -0.920, -5.143], [-1.987, -0.479, -3.535], [-4.165, -2.699, -4.961], [3.897, 3.054, 4.408], [2.405, 2.776, 4.501], [2.082, 1.377, 4.961], [1.847, 3.781, 5.406], [4.157, 3.983, 3.907], [4.369, 2.182, 3.947], [4.332, 3.135, 5.410], [1.942, 2.946, 3.528], [2.520, 0.598, 4.331], [1.007, 1.215, 4.956], [2.466, 1.201, 5.969], [2.534, 3.877, 6.075], [0.941, -4.020, -1.313], [2.098, -4.562, -0.492], [2.487, -6.007, -0.630], [3.219, -3.717, -0.836], [1.057, -4.029, -2.395], [0.736, -3.005, -0.981], [0.044, -4.645, -1.250], [1.894, -4.336, 0.560], [2.742, -6.259, -1.659], [1.667, -6.656, -0.306], [3.288, -6.285, 0.057], [3.770, -3.612, -0.042], [4.502, 3.466, -1.867], [4.948, 3.629, -0.416], [4.687, 2.417, 0.459], [6.386, 3.886, -0.470], [3.481, 3.077, -1.900], [5.163, 2.797, -2.417], [4.474, 4.432, -2.374], [4.505, 4.529, 0.012], [5.301, 1.620, 0.030], [3.637, 2.131, 0.412], [5.033, 2.521, 1.486], [6.494, 4.615, -1.088]], "orbital_gap_ev": 8.321, "de_lowest_kj_mol": 0.0, "energy_ha": -5517.91737, "homo_energy_ha": -0.3255, "total_charge": 0, "lumo_energy_ev": -0.537, "largest_force_ha_per_bohr": 0.0689}